[1]
C26H40O5 | wB97M-V/def2-TZVPD

Values from the calculation:
Strongest force on any atom: 16.21 eV Å⁻¹
HOMO: -8.365 eV
E: -37826.5106 eV
Charge: 0
LUMO energy: 0.55 eV

Positions of all 71 atoms, in Å:
C  -6.193  -2.299  1.337
C  -4.646  -2.322  0.771
C  -4.270  -3.531  0.059
H  -5.014  -3.815  -0.804
H  -4.526  -4.626  0.627
H  -3.448  -3.678  -0.190
H  -4.203  -2.259  1.779
O  -4.676  -1.198  -0.276
C  -3.501  -0.673  -0.413
O  -2.418  -1.143  0.240
C  -3.532  0.661  -1.267
H  -3.962  1.425  -0.843
H  -4.156  0.056  -2.200
C  -2.055  0.846  -1.782
H  -1.733  -0.110  -2.532
H  -1.473  0.848  -0.845
C  -1.975  1.863  -2.624
C  -0.639  2.189  -3.064
C  0.428  3.084  -2.610
C  0.141  3.843  -1.189
H  0.246  4.846  -1.664
C  1.103  3.565  -0.086
H  2.215  3.660  -0.626
C  1.090  4.509  1.119
O  -0.163  4.876  1.130
H  -0.343  3.955  1.887
H  1.587  5.249  0.679
C  1.989  3.884  1.985
H  2.938  3.711  1.902
H  1.814  4.091  3.082
C  1.422  2.403  1.863
H  2.129  1.541  2.127
O  0.291  2.237  2.747
H  -0.095  1.161  2.606
C  1.026  2.016  0.418
C  1.928  1.191  -0.229
C  1.323  -0.417  -0.349
H  0.349  -0.436  -0.456
H  1.970  -1.057  -0.662
C  0.918  -0.830  1.334
C  1.017  -2.571  1.410
H  0.362  -2.764  0.548
H  0.156  -2.816  2.087
C  2.229  -3.338  1.524
C  3.175  -2.881  0.337
C  3.331  -3.667  -0.823
C  4.156  -3.462  -1.788
C  5.229  -2.586  -1.607
C  5.246  -1.691  -0.537
C  4.187  -1.969  0.636
H  4.446  -1.472  1.483
H  6.043  -1.030  -0.332
H  5.988  -2.182  -2.541
H  4.044  -3.957  -2.674
H  2.495  -4.386  -0.842
H  2.134  -4.175  1.779
H  2.658  -2.920  2.385
O  -0.220  -0.390  1.854
H  -0.869  -0.574  1.279
H  1.987  -0.662  2.204
H  2.961  0.911  0.063
H  2.021  1.219  -1.237
H  0.052  1.808  0.299
H  -0.970  3.651  -0.763
H  1.331  2.923  -2.958
H  -0.296  1.625  -4.008
H  -2.663  1.815  -3.484
H  -2.303  2.999  -1.967
H  -6.532  -3.168  2.054
H  -6.428  -1.277  2.115
H  -6.855  -2.330  0.526

---

[2]
C26H30N4O4S | wB97M-V/def2-TZVPD

Values from the calculation:
Strongest force on any atom: 1.18 eV Å⁻¹
HOMO: -8.427 eV
E: -52436.8883 eV
Charge: 0
LUMO energy: 0.34 eV
SMILES: Cc1ccc(N(C(=O)CCC(=O)Nc2nccs2)[C@H](C(=O)NC(C)(C)C)c2ccc(O)cc2)cc1

Positions of all 65 atoms, in Å:
C  -6.338  -0.803  -2.092
C  -4.951  -0.778  -1.524
C  -4.288  0.429  -1.330
C  -3.016  0.464  -0.790
C  -2.389  -0.720  -0.426
N  -1.071  -0.700  0.098
C  -0.768  -0.325  1.363
O  0.377  -0.321  1.779
C  -1.928  0.070  2.258
C  -1.955  1.586  2.513
C  -0.667  2.005  3.170
O  -0.452  1.916  4.354
N  0.320  2.549  2.364
C  0.358  2.813  1.032
N  -0.540  2.567  0.143
C  -0.174  3.014  -1.085
C  1.027  3.632  -1.156
S  1.775  3.660  0.399
C  -0.043  -1.362  -0.708
C  0.526  -2.533  0.133
O  -0.220  -3.165  0.851
N  1.814  -2.822  -0.096
C  2.586  -3.841  0.620
C  4.016  -3.776  0.086
C  2.560  -3.537  2.120
C  1.978  -5.218  0.343
C  0.953  -0.397  -1.301
C  2.016  0.127  -0.572
C  2.927  0.980  -1.166
C  2.784  1.344  -2.499
O  3.651  2.190  -3.116
C  1.715  0.839  -3.232
C  0.817  -0.022  -2.634
C  -3.039  -1.934  -0.615
C  -4.310  -1.955  -1.158
H  -6.478  0.001  -2.811
H  -6.541  -1.754  -2.579
H  -7.068  -0.671  -1.293
H  -4.774  1.353  -1.611
H  -2.499  1.399  -0.644
H  -2.881  -0.250  1.839
H  -1.766  -0.438  3.212
H  -2.104  2.124  1.580
H  -2.767  1.805  3.209
H  1.172  2.755  2.874
H  -0.842  2.854  -1.911
H  1.515  4.059  -2.007
H  -0.579  -1.841  -1.538
H  2.339  -2.189  -0.679
H  4.451  -2.797  0.278
H  4.034  -3.964  -0.986
H  4.630  -4.525  0.577
H  3.142  -4.275  2.665
H  2.970  -2.548  2.313
H  1.536  -3.557  2.479
H  0.949  -5.238  0.690
H  2.541  -5.988  0.864
H  1.993  -5.431  -0.724
H  2.113  -0.118  0.474
H  3.751  1.377  -0.587
H  4.339  2.463  -2.497
H  1.607  1.132  -4.264
H  -0.007  -0.410  -3.217
H  -2.546  -2.847  -0.315
H  -4.813  -2.901  -1.297